# 1
9
Properties=species:S:1:pos:R:3 method="wB97M-V/def2-TZVPD" relative_energy_kcal_mol=7.6 homo_lumo_gap_ev=11.011 smiles=O.O.O
O -0.60 -0.39 0.51
H -0.76 -1.32 0.70
H 0.05 -0.41 -0.21
O 1.76 -0.96 -1.73
H 1.79 -0.42 -2.53
H 1.57 -1.85 -2.04
O -1.51 1.83 2.08
H -1.28 2.49 1.42
H -1.03 1.03 1.81

=====

# 2
9
Properties=species:S:1:pos:R:3 method="wB97M-V/def2-TZVPD" relative_energy_kcal_mol=14.0 homo_lumo_gap_ev=11.803 smiles=O.O.O
O 0.51 -3.00 -0.36
H 1.46 -3.09 -0.28
H 0.18 -3.59 0.32
O -0.29 1.79 2.21
H -0.72 2.46 2.76
H -0.21 1.03 2.79
O -0.16 1.36 -2.04
H -0.82 0.84 -2.51
H -0.32 1.23 -1.10

=====

# 3
9
Properties=species:S:1:pos:R:3 method="wB97M-V/def2-TZVPD" relative_energy_kcal_mol=15.3 homo_lumo_gap_ev=11.889 smiles=O.O.O
O -0.88 1.26 -0.22
H -0.97 1.05 -1.18
H -1.77 1.38 0.02
O 1.91 -0.06 -0.43
H 1.49 -0.90 -0.44
H 1.17 0.48 -0.38
O -0.58 -1.30 0.78
H -0.49 -0.46 0.47
H 0.12 -1.44 1.38